Version A
Entry from the OMol25 dataset: an isolated molecule of C3H6N2O2 (the ωB97M-V functional and the def2-TZVPD basis).

As for the structure (SMILES): C=C(C)/[N+]([O-])=N\O. The calculation puts the lowest unoccupied orbital energy at 0.56 eV. The frontier orbital gap is 9.566 eV.

Last column: natural (NBO) charge in e.
CARTESIAN COORDINATES (ANGSTROEM)
1 C -0.602 0.576 1.231  -0.42
2 C -0.320 -0.173 0.183  0.14
3 C -1.208 -0.853 -0.777  -0.68
4 N 1.236 -0.447 -0.078  0.24
5 O 1.444 -1.667 -0.045  -0.47
6 N 2.229 0.348 -0.256  0.07
7 O 1.963 1.671 -0.335  -0.53
8 H -1.619 0.750 1.538  0.22
9 H 0.162 1.011 1.855  0.23
10 H -0.909 -1.896 -0.880  0.26
11 H -2.236 -0.797 -0.417  0.23
12 H -1.147 -0.377 -1.761  0.23
13 H 1.007 1.853 -0.259  0.46

Version B
Entry from the OMol25 dataset: a cluster of 2 separate species, C3H6N2O2 in total (the ωB97M-V functional and the def2-TZVPD basis).

The calculation puts the lowest unoccupied orbital energy at -0.11 eV. The frontier orbital gap is 6.815 eV.

Last column: natural (NBO) charge in e.
CARTESIAN COORDINATES (ANGSTROEM)
1 C -0.819 0.490 0.589  0.00
2 C 0.115 0.472 -2.241  1.04
3 C -0.116 -0.663 0.184  -0.45
4 N -2.096 0.594 0.461  -0.71
5 N 1.195 -0.816 0.910  -0.70
6 O 0.949 1.182 -1.929  -0.57
7 O -0.733 -0.101 -2.722  -0.51
8 H -0.109 1.293 0.647  0.13
9 H -0.576 -1.702 -0.055  0.20
10 H -2.423 1.586 0.640  0.32
11 H 1.734 -1.708 0.791  0.44
12 H 1.065 -0.673 2.001  0.39
13 H 1.815 0.047 0.724  0.42

Version C
Entry from the OMol25 dataset: an isolated molecule of C3H6N2O2 (the ωB97M-V functional and the def2-TZVPD basis).

As for the structure (SMILES): [H]/N=C/OCC(N)=O. The calculation puts the lowest unoccupied orbital energy at 0.80 eV. The frontier orbital gap is 10.533 eV.

Last column: natural (NBO) charge in e.
CARTESIAN COORDINATES (ANGSTROEM)
1 H 1.625 1.346 -1.703  0.36
2 N 1.109 0.693 -1.124  -0.77
3 C 1.701 0.527 -0.017  0.44
4 O 1.245 -0.204 0.993  -0.48
5 C -0.064 -0.796 1.017  -0.17
6 C -1.295 -0.087 0.404  0.65
7 N -1.540 -0.269 -0.928  -0.83
8 O -2.092 0.437 1.162  -0.59
9 H 2.660 0.967 0.270  0.16
10 H -0.002 -1.816 0.628  0.20
11 H -0.283 -0.826 2.081  0.22
12 H -2.343 0.252 -1.257  0.39
13 H -0.720 -0.222 -1.525  0.42

Version D
Entry from the OMol25 dataset: an isolated molecule of C3H6N2O2 (the ωB97M-V functional and the def2-TZVPD basis).

As for the structure (SMILES): [H]/N=C/OCC(N)=O. The calculation puts the lowest unoccupied orbital energy at 0.61 eV. The frontier orbital gap is 10.586 eV.

Last column: natural (NBO) charge in e.
CARTESIAN COORDINATES (ANGSTROEM)
1 H -2.799 -1.273 -1.545  0.34
2 N -2.691 -0.429 -0.986  -0.66
3 C -1.634 -0.497 -0.302  0.37
4 O -1.354 0.521 0.562  -0.50
5 C -0.002 0.893 0.696  -0.16
6 C 1.008 -0.226 0.437  0.64
7 N 2.120 0.169 -0.228  -0.81
8 O 0.847 -1.369 0.830  -0.61
9 H -0.895 -1.310 -0.231  0.18
10 H 0.197 1.761 0.052  0.18
11 H 0.144 1.206 1.733  0.22
12 H 2.835 -0.526 -0.377  0.41
13 H 2.225 1.080 -0.641  0.40

Stability, highest: version C

Version A
Entry from the OMol25 dataset: an isolated molecule of C3H7NS (the ωB97M-V functional and the def2-TZVPD basis).

As for the structure (SMILES): SC[C@H]1CN1. The calculation puts the lowest unoccupied orbital energy at 1.01 eV. The frontier orbital gap is 10.038 eV.

Last column: natural (NBO) charge in e.
CARTESIAN COORDINATES (ANGSTROEM)
1 S -1.948 -1.348 0.293  0.00
2 C -0.917 -0.422 -0.817  -0.56
3 C -0.016 0.685 -0.159  -0.10
4 C 0.831 0.255 0.933  -0.26
5 N 1.456 0.516 -0.366  -0.60
6 H -0.971 -2.160 0.510  0.11
7 H -1.680 0.131 -1.403  0.22
8 H -0.143 -1.007 -1.326  0.24
9 H -0.449 1.638 -0.125  0.20
10 H 1.076 1.046 1.679  0.20
11 H 0.965 -0.814 1.276  0.21
12 H 1.796 1.479 -0.494  0.35

Version B
Entry from the OMol25 dataset: an isolated molecule of C3H7NS (the ωB97M-V functional and the def2-TZVPD basis).

The calculation puts the lowest unoccupied orbital energy at 0.41 eV. The frontier orbital gap is 8.661 eV.

Last column: natural (NBO) charge in e.
CARTESIAN COORDINATES (ANGSTROEM)
1 C -1.509 -0.078 0.247  -0.37
2 C -0.216 -0.969 -0.028  -0.25
3 C 0.236 1.362 0.048  -0.16
4 N 0.756 0.025 -0.203  -0.63
5 S 2.390 -0.149 0.257  0.15
6 H -2.145 0.026 -0.686  0.20
7 H -2.003 0.013 1.227  0.20
8 H -0.112 -1.692 0.810  0.19
9 H -0.518 -1.450 -0.929  0.18
10 H 0.250 1.862 -0.872  0.18
11 H 0.180 1.900 1.019  0.19
12 H 2.691 -0.850 -0.890  0.11

Version C
Entry from the OMol25 dataset: an isolated molecule of C3H7NS (the ωB97M-V functional and the def2-TZVPD basis).

As for the structure (SMILES): CC/C=N/S. The calculation puts the lowest unoccupied orbital energy at 0.99 eV. The frontier orbital gap is 9.666 eV.

Last column: natural (NBO) charge in e.
CARTESIAN COORDINATES (ANGSTROEM)
1 C -1.125 1.570 -0.761  -0.60
2 C -0.418 0.531 0.225  -0.46
3 C 0.346 -0.728 -0.143  0.13
4 N 0.724 -1.582 0.739  -0.58
5 S 1.779 -2.867 0.345  0.15
6 H -2.041 1.154 -1.100  0.22
7 H -0.268 1.792 -1.385  0.22
8 H -1.359 2.459 -0.012  0.22
9 H -1.102 0.415 0.964  0.21
10 H 0.415 0.953 0.751  0.22
11 H 0.574 -0.731 -1.158  0.15
12 H 2.476 -2.967 1.536  0.12

Stability, highest: version A

Version A
Entry from the OMol25 dataset: an isolated molecule of C3H7NS (the ωB97M-V functional and the def2-TZVPD basis).

As for the structure (SMILES): SC1CNC1. The calculation puts the lowest unoccupied orbital energy at 0.93 eV. The frontier orbital gap is 9.993 eV.

Last column: natural (NBO) charge in e.
CARTESIAN COORDINATES (ANGSTROEM)
1 S -0.986 1.056 -0.988  -0.01
2 C -0.346 0.059 0.341  -0.37
3 C 0.083 -1.418 0.147  -0.23
4 N 1.284 -1.116 0.989  -0.60
5 C 1.094 0.333 0.694  -0.22
6 H -2.160 0.412 -1.042  0.12
7 H -0.926 0.135 1.271  0.22
8 H 0.301 -1.566 -0.943  0.18
9 H -0.585 -2.163 0.588  0.20
10 H 2.148 -1.393 0.499  0.35
11 H 1.694 0.648 -0.145  0.18
12 H 1.329 0.998 1.565  0.19

Version B
Entry from the OMol25 dataset: an isolated molecule of C3H7NS (the ωB97M-V functional and the def2-TZVPD basis).

As for the structure (SMILES): SC[C@H]1CN1. The calculation puts the lowest unoccupied orbital energy at 0.97 eV. The frontier orbital gap is 10.093 eV.

Last column: natural (NBO) charge in e.
CARTESIAN COORDINATES (ANGSTROEM)
1 S 1.969 0.153 0.063  -0.09
2 C 0.330 -0.792 -0.278  -0.47
3 C -0.782 -0.062 0.424  -0.11
4 C -1.642 0.915 -0.171  -0.24
5 N -2.064 -0.487 -0.075  -0.63
6 H 1.470 1.303 -0.405  0.11
7 H 0.611 -1.749 0.237  0.23
8 H 0.069 -1.013 -1.362  0.23
9 H -0.638 0.109 1.536  0.20
10 H -2.036 1.743 0.290  0.21
11 H -1.176 1.113 -1.145  0.18
12 H -2.804 -0.916 0.516  0.39

Stability, highest: version A

Version A
Entry from the OMol25 dataset: the ion C6H8N with charge +1 (the ωB97M-V functional and the def2-TZVPD basis).

As for the structure (SMILES): CC=[N+]=C1[C@H]2C[C@@H]12. The calculation puts the lowest unoccupied orbital energy at -4.41 eV. The charge is +1. The frontier orbital gap is 10.348 eV.

Last column: natural (NBO) charge in e.
CARTESIAN COORDINATES (ANGSTROEM)
1 C -2.883 0.110 -0.207  -0.70
2 C -1.733 -0.167 0.693  0.27
3 N -0.576 -0.088 0.270  -0.29
4 C 0.612 -0.020 -0.078  0.40
5 C 1.881 0.781 0.011  -0.20
6 C 2.669 -0.382 0.367  -0.36
7 C 1.761 -0.452 -0.797  -0.22
8 H -3.663 -0.675 -0.033  0.28
9 H -3.371 1.089 0.062  0.28
10 H -2.552 0.412 -1.279  0.26
11 H -2.056 -0.546 1.587  0.23
12 H 1.976 1.774 -0.312  0.27
13 H 3.746 -0.319 0.290  0.27
14 H 2.249 -0.923 1.324  0.23
15 H 1.942 -0.595 -1.900  0.29

Version B
Entry from the OMol25 dataset: the ion C6H8N with charge +1 (the ωB97M-V functional and the def2-TZVPD basis).

The calculation puts the lowest unoccupied orbital energy (spin up / spin down) at -5.83 / -6.45 eV. The charge is +1. The frontier orbital gap (spin up / spin down) is 6.496 / 5.388 eV.

Last column: natural (NBO) charge in e.
CARTESIAN COORDINATES (ANGSTROEM)
1 C -1.656 1.710 -1.294  0.15
2 C 1.888 0.036 -0.309  0.42
3 C 2.975 0.403 -0.824  -0.47
4 C 0.609 -0.466 0.258  -0.59
5 C -0.887 -0.092 0.213  0.12
6 C -1.783 -1.107 0.826  -0.65
7 N -1.259 0.817 -0.581  -0.29
8 H -1.844 2.742 -1.079  0.23
9 H 3.602 1.080 -0.283  0.31
10 H 3.329 0.284 -1.841  0.32
11 H 0.681 -1.603 0.615  0.31
12 H 0.618 0.141 1.266  0.40
13 H -2.874 -0.828 0.538  0.26
14 H -1.758 -0.936 1.852  0.24
15 H -1.641 -2.180 0.642  0.25

Stability, highest: version A